Formula: C51H41BrIN4O2PReS
Source: the Open Molecules 2025 dataset
Level of theory: ωB97M-V/def2-TZVPD

As for the lowest unoccupied orbital energy (spin up / spin down): -2.4 / -4.9 eV. The value obtained for the energy above the lowest of the compared OMol25 structures with the same formula, charge and spin is 53.6 kJ/mol. Its total charge is +1. As for the orbital gap (spin up / spin down): 0.295 / 0.201 hartree. As for the expectation value of S²: 2.0512. The spin multiplicity is 3. The calculation puts the max |F| at 5.04 eV/Å. The calculation puts the HOMO energy (spin up / spin down) at -0.3810 / -0.3802 Ha.

Element x y z (Å)
Re (-0.409, -0.131, 0.165)
C (2.096, 5.067, 3.733)
C (2.276, 5.382, 2.319)
C (3.098, 6.394, 1.860)
C (3.074, 6.767, 0.503)
C (2.233, 6.084, -0.358)
C (1.453, 4.974, 0.012)
C (1.529, 4.637, 1.380)
N (0.616, 3.595, 1.837)
C (0.776, 2.282, 1.463)
N (1.984, 1.951, 1.025)
C (2.510, 0.585, 0.684)
C (1.660, -0.478, 0.423)
C (2.342, -1.662, 0.065)
C (3.642, -1.668, -0.225)
C (4.456, -0.526, -0.034)
C (3.861, 0.604, 0.496)
C (4.678, 1.859, 0.706)
N (-0.196, 1.393, 1.616)
C (-1.364, 1.949, 2.281)
C (-2.458, 2.335, 1.483)
C (-3.733, 2.521, 2.031)
C (-3.861, 2.401, 3.395)
C (-2.712, 2.170, 4.214)
C (-1.443, 2.011, 3.622)
C (-0.239, 1.893, 4.480)
H (1.289, 5.683, 4.169)
H (2.984, 5.273, 4.272)
H (1.812, 4.020, 3.778)
H (3.770, 6.916, 2.644)
H (3.678, 7.550, 0.084)
H (2.235, 6.432, -1.384)
H (0.816, 4.474, -0.743)
H (-0.349, 3.888, 1.931)
H (2.554, 2.719, 0.838)
H (1.776, -2.585, -0.070)
H (4.136, -2.546, -0.571)
H (5.438, -0.464, -0.415)
H (5.687, 1.536, 0.577)
H (4.588, 2.159, 1.725)
H (4.485, 2.669, -0.037)
H (-2.302, 2.469, 0.434)
H (-4.629, 2.698, 1.432)
H (-4.764, 2.648, 3.927)
H (-2.779, 2.265, 5.278)
H (-0.242, 2.864, 5.122)
H (0.700, 1.990, 3.936)
H (-0.251, 1.014, 5.134)
I (2.298, 0.527, -2.853)
C (1.378, -0.588, -4.373)
C (1.478, -0.108, -5.669)
C (1.426, -1.099, -6.751)
C (1.481, -2.406, -6.491)
C (1.391, -2.811, -5.132)
C (1.798, -4.150, -4.813)
C (1.882, -4.575, -3.594)
C (1.259, -3.840, -2.631)
C (0.849, -2.524, -2.815)
P (-0.428, -1.982, -1.525)
C (-1.889, -1.923, -2.566)
C (-3.151, -1.938, -1.879)
C (-4.318, -1.696, -2.611)
C (-4.319, -1.461, -3.975)
C (-3.084, -1.436, -4.639)
C (-1.851, -1.658, -3.943)
C (-0.792, -3.595, -0.702)
C (-1.472, -4.593, -1.455)
C (-1.885, -5.756, -0.860)
C (-1.611, -5.937, 0.465)
C (-0.954, -4.985, 1.230)
C (-0.541, -3.796, 0.652)
C (1.150, -1.919, -4.085)
H (1.648, 0.912, -5.975)
H (1.477, -0.828, -7.781)
H (1.537, -3.164, -7.272)
H (1.943, -4.789, -5.700)
H (2.248, -5.548, -3.292)
H (1.060, -4.236, -1.631)
H (-3.171, -2.139, -0.850)
H (-5.295, -1.704, -2.094)
H (-5.237, -1.194, -4.537)
H (-3.108, -1.182, -5.674)
H (-0.840, -1.548, -4.362)
H (-1.656, -4.459, -2.492)
H (-2.633, -6.361, -1.339)
H (-2.042, -6.796, 0.974)
H (-0.876, -5.137, 2.312)
H (-0.118, -3.109, 1.329)
Br (1.050, -1.662, 3.391)
C (-0.824, -1.440, 3.500)
C (-1.420, -1.558, 4.686)
C (-2.732, -1.238, 4.715)
C (-3.382, -0.865, 3.538)
C (-2.658, -0.852, 2.376)
N (-1.377, -1.088, 2.308)
C (-3.340, -0.538, 1.091)
O (-4.556, -0.541, 1.102)
O (-2.511, -0.239, 0.128)
H (-0.843, -1.876, 5.532)
H (-3.267, -1.200, 5.687)
H (-4.460, -0.658, 3.532)
S (-0.791, 2.222, -2.206)
C (-0.418, 1.000, -1.219)

***

Formula: C51H41ClNO7PS
Source: the Open Molecules 2025 dataset
Level of theory: ωB97M-V/def2-TZVPD

As for the lowest unoccupied orbital energy: -1.0 eV. Its total charge is 0. As for the structure (SMILES): C#Cc1cc(C)c2c(c1Cl)N(CCC(C)C)c1cc(P(=O)(O)O)c(CC=C)cc1S2.O=C1c2ccccc2C(=O)c2ccccc21.O=C1c2ccccc2C(=O)c2ccccc21. As for the orbital gap: 0.268 hartree. The spin multiplicity is 1. The calculation puts the max |F| at 2.47 eV/Å. The calculation puts the HOMO energy at -0.3032 Ha.

Element x y z (Å)
C (3.082, -1.430, 2.683)
C (2.055, -1.460, 2.070)
C (1.138, -1.560, 0.972)
C (0.926, -2.808, 0.393)
C (0.067, -2.930, -0.690)
C (-0.136, -4.304, -1.278)
C (-0.575, -1.797, -1.173)
C (-0.398, -0.532, -0.613)
C (0.462, -0.445, 0.477)
Cl (0.758, 1.080, 1.248)
N (-1.042, 0.670, -1.029)
C (-0.357, 1.366, -2.187)
C (1.148, 1.130, -2.305)
C (1.534, 0.062, -3.352)
C (1.127, 0.556, -4.747)
C (3.064, -0.093, -3.308)
C (-2.401, 0.450, -1.423)
C (-3.335, 1.436, -1.127)
C (-4.655, 1.304, -1.529)
P (-5.776, 2.650, -1.124)
O (-6.193, 3.366, -2.352)
O (-7.073, 2.109, -0.378)
O (-5.006, 3.697, -0.184)
C (-5.108, 0.184, -2.244)
C (-6.552, 0.076, -2.698)
C (-6.807, -0.797, -3.909)
C (-6.073, -0.780, -5.046)
C (-4.174, -0.802, -2.512)
C (-2.853, -0.657, -2.115)
S (-1.697, -1.935, -2.549)
H (3.832, -1.591, 3.419)
H (1.431, -3.677, 0.791)
H (-0.416, -4.280, -2.330)
H (-0.905, -4.830, -0.709)
H (0.775, -4.899, -1.212)
H (-0.907, 1.130, -3.099)
H (-0.507, 2.437, -2.026)
H (1.645, 0.963, -1.351)
H (1.568, 2.059, -2.704)
H (1.016, -0.885, -3.187)
H (0.045, 0.512, -4.891)
H (1.538, -0.101, -5.516)
H (1.440, 1.589, -4.907)
H (3.503, 0.791, -3.772)
H (3.396, -0.992, -3.829)
H (3.362, -0.209, -2.264)
H (-2.996, 2.317, -0.599)
H (-7.806, 2.663, -0.684)
H (-4.583, 4.309, -0.803)
H (-7.218, -0.165, -1.868)
H (-6.839, 1.079, -3.027)
H (-7.674, -1.452, -3.830)
H (-6.509, -0.593, -6.024)
H (-4.996, -0.916, -5.029)
H (-4.487, -1.694, -3.040)
C (-3.135, -3.375, 3.697)
C (-1.954, -2.778, 3.268)
C (-0.732, -3.343, 3.593)
C (-0.684, -4.501, 4.358)
C (-1.869, -5.088, 4.809)
C (-3.093, -4.526, 4.466)
C (-1.840, -6.303, 5.669)
O (-2.868, -6.816, 6.058)
C (-0.515, -6.868, 6.048)
C (-0.462, -7.968, 6.896)
C (0.761, -8.513, 7.247)
C (1.939, -7.967, 6.746)
C (1.893, -6.868, 5.905)
C (0.668, -6.309, 5.561)
C (0.638, -5.106, 4.682)
O (1.665, -4.628, 4.246)
H (-4.089, -2.937, 3.434)
H (-1.987, -1.871, 2.676)
H (0.185, -2.879, 3.256)
H (-4.009, -4.989, 4.805)
H (-1.378, -8.393, 7.281)
H (0.800, -9.367, 7.911)
H (2.894, -8.399, 7.016)
H (2.807, -6.439, 5.518)
C (5.025, 4.317, 2.372)
C (3.775, 3.775, 2.091)
C (3.109, 4.132, 0.931)
C (3.684, 5.039, 0.051)
C (4.929, 5.600, 0.344)
C (5.600, 5.228, 1.502)
C (5.543, 6.609, -0.563)
O (6.626, 7.095, -0.313)
C (4.789, 7.014, -1.783)
C (5.316, 7.994, -2.614)
C (4.634, 8.372, -3.758)
C (3.424, 7.766, -4.082)
C (2.891, 6.792, -3.255)
C (3.565, 6.419, -2.099)
C (2.962, 5.394, -1.202)
O (1.905, 4.866, -1.484)
H (5.548, 4.031, 3.275)
H (3.321, 3.072, 2.778)
H (2.139, 3.707, 0.709)
H (6.570, 5.654, 1.721)
H (6.258, 8.462, -2.362)
H (5.044, 9.139, -4.401)
H (2.896, 8.058, -4.980)
H (1.949, 6.323, -3.502)